1.
DFT (ωB97M-V/def2-TZVPD) results for C16H38ClN4O6Zn as an isolated structure at a distorted geometry.

The total energy comes out at -3542.366201 Eh. The calculation puts the lowest unoccupied orbital energy at -1.84 eV. The molar mass is 483.3 g mol⁻¹. The HOMO energy is -10.67 eV. Its net charge is +1.

Element x y z (Å)
Zn 0.9318 -0.2691 -0.7324
Cl 2.5306 -0.1432 -2.3988
C -3.6399 2.4883 1.5133
O -2.6838 1.5522 1.0939
C -3.0595 0.1981 1.2748
C -2.0667 -0.7175 0.5816
O -0.7110 -0.4378 0.8089
C -0.3607 -0.2432 2.1704
H -3.7445 2.5184 2.6068
H -4.6303 2.2935 1.0898
H -3.2646 3.4659 1.2136
H -4.0689 0.0502 0.8611
H -3.1313 -0.0986 2.3322
H -2.2246 -0.7921 -0.4918
H -2.2738 -1.7250 0.9796
H -0.6098 0.7807 2.4726
H 0.7003 -0.4161 2.2880
H -0.9333 -0.9044 2.8295
C -1.3809 -2.9936 -3.1985
C -0.7936 -2.8858 -1.8156
O 0.0063 -2.0194 -1.5448
N -1.0993 -3.8602 -0.9325
C -0.3953 -4.0125 0.3196
H -1.4081 -4.0250 -3.5261
H -0.7647 -2.3710 -3.8466
H -2.3304 -2.4479 -3.2157
H -1.5985 -4.6694 -1.2563
H -0.2113 -5.0841 0.4638
H -0.9673 -3.6659 1.1742
H 0.6000 -3.5817 0.2498
C -0.6357 2.4405 -3.5106
C -1.1409 1.7383 -2.2705
O -0.4520 0.8757 -1.7233
N -2.3140 2.1384 -1.7412
C -3.3996 2.8273 -2.4396
H 0.4380 2.2785 -3.5607
H -0.8714 3.5013 -3.4590
H -1.0809 2.0157 -4.4115
H -2.5461 1.8327 -0.8013
H -4.3487 2.3212 -2.2736
H -3.2163 2.8588 -3.5093
H -3.5058 3.8583 -2.0884
C 3.4990 2.8102 0.9759
C 2.0576 2.3815 0.7886
O 1.8132 1.2491 0.4465
N 1.1226 3.3253 0.9201
C -0.2960 3.0717 0.8241
H 3.7906 2.7686 2.0289
H 3.6397 3.8564 0.6942
H 4.1279 2.1908 0.3473
H 1.4188 4.1749 1.3704
H -0.4396 2.1012 0.3653
H -0.7743 3.8780 0.2733
H -0.7478 3.0296 1.8198
C 3.5826 -1.2067 2.2387
C 3.1011 -1.9531 1.0323
O 2.1283 -1.5558 0.4037
N 3.7609 -3.0341 0.6365
C 4.8484 -3.7100 1.3471
H 3.5426 -0.1436 2.0257
H 4.5955 -1.4847 2.5187
H 2.9536 -1.3976 3.1104
H 3.5175 -3.3972 -0.2715
H 5.1983 -4.5121 0.7082
H 4.5227 -4.0755 2.3174
H 5.6930 -3.0379 1.5036



2.
DFT (ωB97M-V/def2-TZVPD) results for C16H38ClO3RuSSiY as an isolated structure at a distorted geometry.

As for the spin multiplicity: 5. The total energy comes out at -2139.236190 Eh. The calculation puts the lowest unoccupied orbital energy (spin up / spin down) at -0.74 / -2.91 eV. The molar mass is 564.1 g mol⁻¹. For the energy above the lowest of the compared OMol25 structures with the same formula, charge and spin, the calculation gives 0.00 kJ/mol. The HOMO energy (spin up / spin down) is -7.83 / -8.84 eV. Its net charge is 0.

Element x y z (Å)
Y 0.2826 -0.5133 -3.0137
Cl -0.3244 1.8020 -3.6737
C -1.8023 -1.2367 -2.4583
H -1.7961 -1.9809 -1.6527
H -2.2333 -1.7095 -3.3694
H -2.4713 -0.4220 -2.1647
Ru 0.3717 -0.1364 -5.9540
C -1.3739 0.4050 -6.7966
C 2.0591 0.9133 -6.2238
C 0.7828 -1.3870 -7.2397
H 2.8912 0.5692 -5.6065
H 2.2849 0.7543 -7.2976
H 1.8297 1.9700 -6.0436
H -2.2058 -0.2166 -6.4579
H -1.5476 1.4640 -6.5754
H -1.1958 0.2610 -7.8808
H 0.0013 -1.8804 -7.8470
H 1.8236 -1.6123 -7.5346
C 1.3975 3.6482 1.7890
C 1.6689 2.1675 2.0370
C 2.9439 1.7566 1.3086
C 1.7361 1.9385 3.5441
O 0.5241 1.4645 1.4668
Si 0.2151 -0.0984 0.9996
S 1.3798 -0.6756 -0.6225
O 0.3130 -0.9707 2.4111
C 0.8158 -2.2303 2.9748
C 1.1845 -3.2062 1.8659
C 2.0000 -1.9171 3.8823
C -0.2764 -2.8258 3.8563
O -1.3807 -0.1204 0.5433
C -2.4749 0.3206 1.4268
C -3.7112 0.3090 0.5297
C -2.6766 -0.6842 2.5566
C -2.2467 1.7503 1.9122
H 2.2401 4.2604 2.1358
H 0.4978 3.9721 2.3264
H 1.2562 3.8400 0.7198
H 3.7724 2.3973 1.6412
H 3.2227 0.7162 1.5163
H 2.8132 1.8833 0.2268
H 0.8101 2.2815 4.0269
H 1.9077 0.8894 3.8155
H 2.5696 2.5320 3.9485
H 1.9958 -2.8159 1.2405
H 1.5125 -4.1548 2.3156
H 0.3116 -3.4152 1.2358
H 1.6903 -1.2523 4.7007
H 2.3669 -2.8523 4.3299
H 2.8332 -1.4600 3.3353
H -0.5422 -2.1317 4.6643
H -1.1768 -3.0670 3.2820
H 0.0923 -3.7553 4.3138
H -3.8766 -0.6898 0.1025
H -4.6140 0.5891 1.0900
H -3.5934 1.0272 -0.2938
H -1.8619 -0.6599 3.2936
H -3.6119 -0.4580 3.0961
H -2.7646 -1.7013 2.1391
H -1.4334 1.8351 2.6481
H -2.0400 2.4079 1.0530
H -3.1664 2.1118 2.4050



3.
DFT (ωB97M-V/def2-TZVPD) results for C16H38ClO8Si2TeV as an isolated structure.

As for the spin multiplicity: 2. The total energy comes out at -3485.142247 Eh. The calculation puts the lowest unoccupied orbital energy (spin up / spin down) at -2.54 / -2.51 eV. The molar mass is 628.6 g mol⁻¹. For the energy above the lowest of the compared OMol25 structures with the same formula, charge and spin, the calculation gives 9.79 kJ/mol. The HOMO energy (spin up / spin down) is -10.85 / -10.26 eV. Its net charge is +1.

Element x y z (Å)
V -0.1116 -0.7528 -0.0158
C 1.5415 1.7534 0.2717
C 2.3121 0.9869 -0.7851
O 1.7398 -0.3317 -0.9218
C 2.6282 -1.4549 -0.8384
C 2.6856 -1.9089 0.6025
O 1.3216 -2.0320 1.0444
C 1.1844 -2.0254 2.4710
C -0.2638 -1.7169 2.7886
O -0.7340 -0.6425 1.9636
C -0.7230 0.7096 2.4726
C 0.6927 1.2561 2.5195
O 1.4232 0.8433 1.3710
H 0.5593 2.0609 -0.0918
H 2.1126 2.6427 0.5533
H 3.3562 0.8735 -0.4911
H 2.2452 1.4985 -1.7449
H 3.6216 -1.1903 -1.2029
H 2.2000 -2.2159 -1.4906
H 3.1881 -1.1603 1.2203
H 3.1968 -2.8688 0.6996
H 1.8589 -1.2713 2.8817
H 1.4553 -3.0031 2.8766
H -0.3842 -1.4748 3.8461
H -0.9006 -2.5662 2.5442
H -1.1773 0.7344 3.4650
H -1.3516 1.2604 1.7770
H 1.2257 0.8467 3.3795
H 0.6777 2.3431 2.6266
O -0.2081 -2.3824 -2.9801
Cl -1.1332 0.5128 -2.0030
O -0.5276 1.7230 -2.5228
O -2.4239 0.2612 -2.5994
O -1.3921 0.7551 -0.4791
C -3.8259 -5.8060 -1.1163
Si -4.0788 -4.0127 -0.6719
C -5.8511 -3.4883 -0.8762
C -3.4772 -3.6943 1.0810
C -3.0082 -2.9323 -1.8045
Te -0.9580 -3.1770 -1.3562
C -0.0807 -3.2018 -4.1613
Si 0.3248 -2.0131 -5.5918
C 0.7933 -3.0573 -7.0670
C 1.7543 -0.9501 -5.0215
C -1.1836 -0.9765 -5.9351
H -4.2984 -6.4577 -0.3786
H -2.7670 -6.0704 -1.1592
H -4.2667 -6.0342 -2.0887
H -6.5138 -4.0723 -0.2345
H -6.1803 -3.6265 -1.9079
H -5.9812 -2.4344 -0.6232
H -4.0187 -4.3128 1.7996
H -3.6190 -2.6474 1.3613
H -2.4150 -3.9417 1.1932
H -3.2380 -1.8718 -1.7084
H -3.1182 -3.2110 -2.8552
H -1.0103 -3.7471 -4.3666
H 0.7092 -3.9487 -4.0179
H 1.6736 -3.6715 -6.8681
H 1.0191 -2.4234 -7.9272
H -0.0228 -3.7223 -7.3572
H 2.6412 -1.5513 -4.8070
H 1.4830 -0.3957 -4.1194
H 2.0238 -0.2206 -5.7881
H -2.0036 -1.5890 -6.3164
H -0.9659 -0.2141 -6.6862
H -1.5341 -0.4677 -5.0354



4.
DFT (ωB97M-V/def2-TZVPD) results for C16H38F3IO6Zn as an isolated structure at a distorted geometry.

The total energy comes out at -3460.206984 Eh. The calculation puts the lowest unoccupied orbital energy at -4.83 eV. The molar mass is 575.8 g mol⁻¹. For the energy above the lowest of the compared OMol25 structures with the same formula, charge and spin, the calculation gives 1028.81 kJ/mol. The HOMO energy is -7.64 eV. Its net charge is 0.

Element x y z (Å)
Zn 1.5691 1.5443 -0.0152
I 3.9566 4.5936 0.3942
C -3.5865 2.7268 0.6950
O -4.0822 1.4102 1.0561
O -2.2584 2.5183 0.3990
C -4.4954 3.5077 -0.3563
F -3.9810 4.6139 -0.8007
F -4.7525 2.6998 -1.4411
F -5.7033 3.8125 0.1911
C -5.0458 1.4448 2.0924
C -5.6915 0.0798 2.0688
H -4.9533 -0.6569 2.3859
H -6.4883 0.0213 2.8102
H -6.0623 -0.1580 1.0718
H -5.8966 2.1261 2.0981
H -4.5929 1.5608 3.0770
H -3.6011 3.3196 1.6096
C 1.0332 -1.0837 4.9115
C 0.5813 0.2038 4.2436
C 0.3209 1.3152 5.2508
O 1.6920 0.6595 3.4375
H 1.1078 -1.8869 4.1784
H 0.2460 -1.3741 5.6073
H 1.9810 -1.0509 5.4488
H -0.2451 -0.0099 3.5657
H -0.3799 1.0057 6.0261
H -0.0060 2.1817 4.6760
H 1.2455 1.4662 5.8080
H 2.4872 0.7769 3.9624
C 5.2314 -3.1877 -0.3450
C 5.0089 -1.8237 0.2316
C 6.2825 -1.0162 0.4327
O 4.1652 -1.0730 -0.5884
H 5.6960 -3.2050 -1.3309
H 4.3255 -3.7805 -0.2183
H 6.0136 -3.6090 0.2864
H 4.5420 -1.8976 1.2137
H 5.9927 -0.0375 0.8151
H 6.8403 -0.8372 -0.4865
H 6.9118 -1.4894 1.1865
H 4.5336 -1.1411 -1.4723
C -1.9179 -3.5639 -0.1774
C -0.5781 -3.0887 -0.6791
C -0.2636 -3.4113 -2.1043
O -0.6211 -1.6836 -0.5864
H -2.1273 -3.3400 0.8686
H -2.0711 -4.6408 -0.2476
H -2.7252 -3.1357 -0.7715
H 0.2750 -3.4078 -0.0803
H -0.8440 -2.8600 -2.8441
H -0.3179 -4.4883 -2.2635
H 0.8075 -3.2843 -2.2615
H -1.5342 -1.3959 -0.5147
C -0.4162 3.2057 -5.1539
C -0.0186 1.7977 -4.7016
C 0.4020 0.9268 -5.8947
O 1.0620 1.9308 -3.8174
H 0.4129 3.6617 -5.6949
H -0.7381 3.7493 -4.2656
H -1.2671 3.0777 -5.8229
H -0.8448 1.4128 -4.1038
H -0.4283 0.4396 -6.4059
H 1.0766 0.1195 -5.6097
H 0.9663 1.4452 -6.6699
H 1.7695 2.2632 -4.3746